{
  "formula": "C19H52Cl10O16P2",
  "method": "the ωB97M-V functional and the def2-TZVPD basis",
  "symbols": ["C", "O", "P", "O", "O", "C", "O", "C", "H", "H", "H", "H", "H", "H", "H", "H", "H", "C", "O", "P", "O", "O", "C", "O", "C", "H", "H", "H", "H", "H", "H", "H", "H", "H", "C", "C", "O", "O", "H", "H", "H", "H", "H", "H", "C", "C", "O", "O", "H", "H", "H", "H", "H", "H", "C", "C", "O", "O", "H", "H", "H", "H", "H", "H", "C", "C", "O", "O", "H", "H", "H", "H", "H", "H", "C", "Cl", "Cl", "H", "H", "C", "Cl", "Cl", "H", "H", "C", "Cl", "Cl", "H", "H", "C", "Cl", "Cl", "H", "H", "C", "Cl", "Cl", "H", "H"],
  "positions_angstrom": [[8.489, 24.240, 22.911], [7.523, 24.714, 22.100], [6.617, 23.744, 21.151], [7.003, 22.304, 21.116], [5.163, 24.040, 21.785], [4.105, 23.105, 21.748], [6.595, 24.509, 19.713], [6.004, 25.811, 19.540], [8.360, 24.768, 23.856], [9.495, 24.351, 22.507], [8.287, 23.189, 23.118], [3.491, 23.188, 22.645], [4.465, 22.078, 21.819], [3.441, 23.240, 20.895], [6.546, 26.486, 20.202], [4.984, 25.797, 19.923], [6.002, 26.253, 18.543], [20.389, 17.405, 24.632], [19.429, 16.541, 24.044], [19.272, 16.306, 22.452], [19.920, 17.321, 21.594], [17.694, 16.047, 22.107], [16.910, 15.204, 22.894], [19.976, 14.843, 22.359], [21.297, 14.626, 22.817], [21.247, 17.556, 23.977], [20.877, 16.886, 25.457], [20.020, 18.336, 25.062], [15.862, 15.502, 22.897], [17.255, 15.210, 23.928], [16.810, 14.160, 22.597], [21.427, 15.133, 23.773], [22.133, 14.891, 22.169], [21.447, 13.591, 23.122], [13.819, 19.731, 17.885], [12.502, 20.201, 18.614], [11.378, 20.146, 17.750], [14.163, 20.613, 16.825], [13.666, 18.752, 17.432], [14.653, 19.694, 18.586], [12.470, 21.237, 18.951], [12.237, 19.571, 19.464], [10.577, 20.277, 18.263], [13.580, 20.353, 16.109], [17.800, 21.507, 10.374], [17.468, 22.902, 9.848], [18.125, 23.313, 8.682], [17.094, 20.516, 9.539], [17.353, 21.375, 11.359], [18.882, 21.372, 10.355], [17.693, 23.630, 10.627], [16.400, 23.091, 9.742], [17.807, 24.213, 8.573], [17.463, 20.597, 8.657], [4.121, 19.448, 16.424], [4.495, 18.155, 17.327], [4.172, 16.922, 16.690], [2.742, 19.766, 16.623], [4.180, 19.154, 15.376], [4.781, 20.292, 16.625], [4.032, 18.030, 18.306], [5.547, 18.172, 17.609], [3.234, 16.786, 16.535], [2.180, 19.125, 16.182], [9.754, 20.192, 11.591], [11.196, 20.250, 10.983], [12.070, 19.511, 11.840], [9.655, 20.963, 12.798], [9.515, 19.145, 11.776], [8.987, 20.558, 10.907], [11.485, 21.300, 10.939], [11.158, 19.897, 9.952], [12.892, 19.387, 11.360], [10.230, 20.549, 13.446], [17.775, 13.944, 15.924], [19.311, 13.124, 15.964], [17.127, 14.082, 14.337], [17.128, 13.374, 16.591], [17.947, 14.952, 16.301], [11.245, 25.761, 15.791], [11.844, 26.600, 17.224], [12.554, 25.501, 14.499], [10.774, 24.799, 15.997], [10.476, 26.430, 15.406], [15.212, 20.922, 27.174], [14.543, 20.565, 25.574], [15.702, 19.526, 28.084], [16.086, 21.571, 27.117], [14.401, 21.446, 27.680], [10.542, 14.550, 15.677], [9.437, 13.491, 14.777], [11.578, 13.670, 16.761], [11.152, 15.053, 14.925], [10.039, 15.348, 16.223], [18.464, 24.621, 17.996], [19.073, 25.795, 16.811], [18.699, 25.245, 19.646], [17.397, 24.469, 17.831], [19.061, 23.712, 17.927]],
  "smiles": "COP(=O)(OC)OC.COP(=O)(OC)OC.ClCCl.ClCCl.ClCCl.ClCCl.ClCCl.OCCO.OCCO.OCCO.OCCO",
  "largest_force_ev_per_a": 4.74,
  "lumo_energy_ev": 0.117,
  "spin_multiplicity": 1,
  "homo_energy_ev": -10.0,
  "energy_ev": -197107.609
}


{
  "formula": "C19H52ClN8O5",
  "method": "the ωB97M-V functional and the def2-TZVPD basis",
  "symbols": ["N", "C", "N", "N", "N", "C", "C", "O", "Cl", "H", "H", "H", "H", "H", "H", "H", "H", "C", "C", "C", "O", "C", "N", "H", "H", "H", "H", "H", "H", "H", "H", "H", "H", "H", "C", "C", "C", "O", "C", "N", "H", "H", "H", "H", "H", "H", "H", "H", "H", "H", "H", "C", "C", "C", "O", "C", "N", "H", "H", "H", "H", "H", "H", "H", "H", "H", "H", "H", "C", "C", "C", "O", "C", "N", "H", "H", "H", "H", "H", "H", "H", "H", "H", "H", "H"],
  "positions_angstrom": [[1.714, -2.564, -3.043], [1.493, -3.892, -3.067], [0.621, -4.471, -2.290], [2.224, -4.661, -3.984], [1.456, -5.840, -4.310], [3.592, -4.969, -3.552], [3.638, -6.090, -2.513], [3.502, -7.235, -2.765], [3.863, -5.505, -0.870], [2.700, -2.368, -2.892], [1.149, -2.069, -2.343], [0.477, -5.472, -2.363], [0.035, -3.931, -1.667], [2.093, -6.604, -4.515], [0.938, -5.616, -5.155], [4.045, -4.069, -3.139], [4.186, -5.278, -4.415], [0.529, -0.172, 0.922], [-0.766, -0.654, 0.285], [-1.915, -0.917, 1.261], [-1.781, -2.113, 2.002], [-0.977, -2.019, 3.171], [-0.473, -1.852, -0.525], [1.051, -0.975, 1.443], [1.209, 0.216, 0.162], [0.342, 0.629, 1.639], [-1.110, 0.125, -0.402], [-2.835, -1.033, 0.682], [-2.056, -0.060, 1.931], [-1.075, -1.038, 3.644], [0.074, -2.206, 2.942], [-1.324, -2.780, 3.869], [-1.314, -2.108, -1.041], [-0.333, -2.619, 0.133], [4.989, 2.936, -3.254], [5.231, 1.979, -2.092], [4.106, 0.956, -1.890], [2.937, 1.469, -1.282], [2.028, 2.120, -2.153], [5.516, 2.756, -0.889], [4.250, 3.694, -2.997], [5.913, 3.455, -3.503], [4.644, 2.406, -4.144], [6.130, 1.397, -2.322], [4.470, 0.181, -1.208], [3.851, 0.472, -2.846], [2.004, 1.638, -3.137], [2.260, 3.179, -2.272], [1.039, 2.050, -1.701], [5.805, 2.145, -0.132], [4.655, 3.189, -0.569], [-6.691, -2.424, 2.327], [-5.483, -1.624, 2.804], [-4.610, -2.365, 3.823], [-5.135, -2.411, 5.132], [-6.072, -3.441, 5.384], [-5.939, -0.320, 3.285], [-7.474, -2.449, 3.085], [-7.117, -1.961, 1.438], [-6.416, -3.452, 2.083], [-4.841, -1.443, 1.935], [-3.665, -1.824, 3.909], [-4.373, -3.378, 3.469], [-5.818, -4.350, 4.829], [-7.092, -3.144, 5.127], [-6.035, -3.658, 6.450], [-5.140, 0.270, 3.498], [-6.407, -0.454, 4.177], [-0.095, 7.072, 1.492], [0.318, 7.137, 0.026], [-0.264, 6.009, -0.833], [0.366, 4.749, -0.665], [-0.087, 3.987, 0.435], [1.776, 7.223, -0.053], [0.452, 6.293, 2.025], [0.131, 8.018, 1.983], [-1.164, 6.877, 1.598], [-0.083, 8.067, -0.390], [-0.116, 6.266, -1.885], [-1.345, 5.910, -0.667], [-1.157, 4.137, 0.608], [0.456, 4.222, 1.354], [0.089, 2.936, 0.200], [2.065, 7.397, -1.010], [2.166, 6.315, 0.181]],
  "largest_force_ev_per_a": 1.11,
  "lumo_energy_ev": -3.439,
  "spin_multiplicity": 1,
  "homo_energy_ev": -10.7,
  "energy_ev": -55218.418,
  "total_charge": 1
}


{
  "formula": "C19H53Br6N11O12P2",
  "method": "the ωB97M-V functional and the def2-TZVPD basis",
  "symbols": ["C", "N", "O", "O", "H", "H", "H", "C", "N", "O", "O", "H", "H", "H", "C", "N", "O", "O", "H", "H", "H", "C", "N", "O", "O", "H", "H", "H", "C", "N", "O", "O", "H", "H", "H", "O", "P", "N", "C", "C", "N", "C", "C", "N", "C", "C", "H", "H", "H", "H", "H", "H", "H", "H", "H", "H", "H", "H", "H", "H", "H", "H", "H", "H", "O", "P", "N", "C", "C", "N", "C", "C", "N", "C", "C", "H", "H", "H", "H", "H", "H", "H", "H", "H", "H", "H", "H", "H", "H", "H", "H", "H", "H", "C", "Br", "Br", "Br", "H", "C", "Br", "Br", "Br", "H"],
  "positions_angstrom": [[-4.649, -2.131, 2.530], [-4.322, -3.412, 3.237], [-3.370, -3.412, 3.994], [-4.967, -4.392, 2.995], [-3.846, -1.607, 2.010], [-5.054, -1.419, 3.240], [-5.214, -2.540, 1.693], [-0.761, -1.434, 5.984], [-0.737, -1.174, 4.527], [-0.753, -0.016, 4.166], [-0.468, -2.125, 3.818], [0.016, -0.814, 6.426], [-0.551, -2.481, 6.175], [-1.694, -1.190, 6.487], [-4.253, -2.296, -1.409], [-4.660, -2.423, -2.816], [-5.358, -3.394, -3.056], [-4.426, -1.535, -3.594], [-3.179, -2.185, -1.258], [-4.571, -3.091, -0.746], [-4.717, -1.352, -1.111], [0.242, 0.404, 1.137], [-0.973, -0.315, 0.749], [-1.843, -0.401, 1.586], [-1.006, -0.909, -0.310], [-0.060, 1.305, 1.662], [0.787, 0.651, 0.233], [0.787, -0.218, 1.844], [0.952, -3.745, 0.658], [0.258, -4.220, -0.588], [-0.949, -4.332, -0.542], [0.906, -4.228, -1.611], [0.562, -4.415, 1.425], [0.557, -2.750, 0.824], [2.017, -3.907, 0.555], [5.789, -0.062, 0.832], [6.007, -1.048, -0.246], [7.063, -0.651, -1.469], [7.178, 0.749, -1.821], [7.384, -1.566, -2.555], [4.555, -1.368, -1.003], [4.267, -2.641, -1.648], [3.510, -0.362, -1.119], [6.491, -2.543, 0.374], [7.906, -2.896, 0.558], [5.638, -3.176, 1.354], [6.245, 1.125, -2.258], [7.987, 0.994, -2.508], [7.330, 1.383, -0.945], [6.616, -1.479, -3.337], [7.442, -2.611, -2.264], [8.300, -1.226, -3.038], [4.924, -3.452, -1.328], [3.244, -2.936, -1.410], [4.508, -2.599, -2.717], [3.065, -0.368, -2.113], [2.737, -0.584, -0.374], [3.878, 0.625, -0.843], [8.112, -3.863, 1.005], [8.398, -2.945, -0.421], [8.400, -2.058, 1.059], [6.009, -2.994, 2.372], [5.639, -4.267, 1.254], [4.632, -2.762, 1.253], [-5.253, 4.962, -0.438], [-4.954, 3.549, -0.762], [-5.322, 2.318, 0.333], [-4.915, 2.533, 1.727], [-6.602, 1.622, 0.170], [-3.282, 3.357, -1.038], [-2.481, 4.528, -1.359], [-2.575, 2.121, -0.824], [-5.640, 3.056, -2.203], [-4.967, 2.105, -3.076], [-6.999, 3.461, -2.583], [-5.689, 2.413, 2.489], [-4.477, 3.529, 1.775], [-4.196, 1.771, 2.053], [-6.729, 0.843, 0.921], [-6.586, 1.055, -0.764], [-7.442, 2.317, 0.148], [-1.958, 4.285, -2.293], [-3.029, 5.461, -1.373], [-1.623, 4.636, -0.681], [-2.258, 2.010, 0.223], [-3.050, 1.218, -1.203], [-1.597, 2.150, -1.324], [-4.881, 1.083, -2.694], [-5.458, 1.982, -4.041], [-3.987, 2.520, -3.325], [-7.321, 3.080, -3.548], [-7.065, 4.548, -2.559], [-7.717, 3.045, -1.870], [2.292, 3.210, -1.899], [4.136, 3.310, -2.586], [1.057, 2.452, -3.213], [1.667, 4.941, -1.221], [2.380, 2.514, -1.076], [3.762, 3.797, 2.250], [4.980, 3.052, 0.890], [2.000, 2.982, 2.128], [3.621, 5.731, 2.087], [4.196, 3.537, 3.204]],
  "largest_force_ev_per_a": 2.06,
  "lumo_energy_ev": -0.424,
  "spin_multiplicity": 1,
  "homo_energy_ev": -8.6,
  "energy_ev": -500343.123
}


- What is the formula in the third record?
  C19H53Br6N11O12P2